(1)
127
Properties=species:S:1:pos:R:3 method="wB97M-V/def2-TZVPD" charge=+1 total_energy_ha=-3026.0496 homo_energy_ev=-10.548 lumo_energy_ev=-2.7
C 1.629 1.976 -0.985
C -6.686 -3.751 0.944
N 9.053 -2.763 -3.376
H 4.781 2.959 -1.333
C -1.298 1.482 1.000
C -0.894 -2.905 3.071
H -5.183 0.630 -1.976
H -6.815 2.004 -1.963
H -4.678 0.858 -3.682
H 3.275 -2.186 2.637
C -4.342 0.830 -2.643
H 5.930 1.804 -0.572
C 10.343 -1.819 -5.280
H 2.421 -0.970 0.243
O -7.874 5.106 4.759
H -6.854 -3.020 0.153
F -0.813 -0.722 4.072
C 12.233 -1.025 -4.050
H -8.413 1.782 5.444
C 4.425 -0.117 0.007
H 11.038 -2.059 -6.095
H -6.585 3.768 2.263
O 6.696 2.568 -3.005
H -5.663 4.758 -2.569
H 7.432 0.323 -3.420
H -6.788 2.692 -3.593
C 11.032 -3.992 -4.090
H 4.977 1.598 -3.565
N -7.426 3.283 2.569
H -6.248 -2.481 3.381
H -6.725 -0.941 0.572
C 5.097 1.874 -1.314
H -9.025 4.360 6.337
H 2.985 2.380 0.553
C -0.062 2.420 0.704
H 1.419 1.729 -3.038
C -6.966 4.025 4.898
H -8.135 4.015 2.584
H -8.382 1.008 3.859
F 0.608 -1.142 2.408
H 5.208 0.283 0.701
H 7.534 -2.604 1.924
C -7.232 2.837 3.956
H 9.566 -2.077 -2.822
H -7.453 -0.974 2.213
C 6.544 0.157 -2.741
F -1.446 -4.814 1.754
H -3.439 3.973 -2.735
H -0.287 2.434 -1.451
H -7.648 3.510 -2.288
C -5.396 -2.382 2.697
N 2.725 1.691 -0.152
F 0.736 -5.786 2.657
H -2.471 -0.130 2.431
C -5.502 3.743 -2.191
C 3.306 -0.771 0.911
H -6.698 -4.735 0.471
N 0.393 2.284 -0.699
C -6.752 2.935 -2.528
H -9.538 5.903 5.629
H -6.344 2.195 3.986
H -0.428 3.472 0.856
H -2.055 1.700 0.189
C -1.718 -0.704 1.833
H -1.727 1.808 1.981
H 7.247 2.585 -2.200
N 2.146 1.798 -2.313
H 3.042 -0.058 1.742
H 1.693 -3.941 2.594
H -5.983 4.437 4.650
H 9.462 -1.367 -5.746
H -4.351 3.071 -3.934
H 3.416 0.123 -3.035
C -8.422 1.974 4.368
F -0.079 -3.251 4.155
H -4.495 -2.451 3.313
H 11.533 -3.620 -3.195
C 2.914 0.513 -2.125
N -4.299 -3.344 0.679
O -0.970 0.096 0.912
H 6.972 -0.073 -1.729
C 0.924 -4.562 2.065
O -3.686 2.031 -2.261
F 1.413 -4.837 0.781
H -5.148 -4.453 2.229
C -4.216 3.212 -2.854
C 6.449 -2.395 1.954
H 3.409 -2.993 1.027
H 8.232 -2.251 -3.695
H -9.824 4.417 4.731
C 9.886 -3.090 -4.540
H -3.633 0.007 -2.530
H -6.912 3.702 5.946
H -2.300 -1.473 1.249
H -9.380 2.425 4.110
F -2.174 -3.204 3.475
H -7.529 -3.705 1.637
H 12.679 -0.054 -3.828
N -5.364 3.817 -0.730
H -4.593 4.444 -0.506
C 3.806 1.034 -0.933
C -6.609 -0.626 1.611
F -0.436 -3.190 0.643
H 2.108 -0.179 -1.762
O -5.364 -1.079 2.122
N 5.826 -1.020 -3.278
C -5.363 -3.534 1.674
C 3.763 -2.114 1.623
H 5.452 -1.625 -2.550
H -5.036 2.906 -0.410
H 12.819 -1.505 -4.839
H 4.922 -0.914 -0.609
C -9.124 4.918 5.402
H -6.604 0.466 1.622
H 11.780 -4.101 -4.880
H 0.775 2.204 1.420
C 5.729 1.512 -2.734
H 10.656 -4.988 -3.849
O 10.888 -0.809 -4.442
C -0.685 -1.367 2.842
H 12.270 -1.619 -3.135
C -0.468 -3.831 1.863
H 9.277 -3.671 -5.241
H 5.133 -0.777 -3.981
C 5.278 -2.220 1.836
H -4.408 -2.405 0.296
H -3.405 -3.308 1.162

=====

(2)
43
Properties=species:S:1:pos:R:3 method="wB97M-V/def2-TZVPD" smiles="N[C@@H](Cc1ccccc1)C(=O)N[C@@H](Cc1ccccc1)C(=O)O" total_energy_ha=-1033.0214 homo_energy_ev=-9.080 e_above_lowest_kcal_mol=118.72 lumo_energy_ev=0.3
C 2.103 -1.096 0.449
C -1.877 1.293 -1.270
H 2.105 -1.156 2.687
H 3.691 -0.093 1.351
H 1.948 1.057 1.820
O -0.810 1.995 1.551
C -0.434 1.824 -1.187
H -2.274 1.448 -2.328
C 0.173 1.281 1.121
C 1.521 -1.679 -0.660
O -0.226 4.132 -2.052
H -2.788 -2.049 2.201
C 3.365 -0.589 0.375
N 0.715 0.957 3.532
C -2.552 -0.427 0.800
C 1.454 -0.934 1.752
H 1.303 0.844 -0.585
C 4.053 -0.562 -0.931
H -2.361 -0.926 -2.623
O -0.748 3.821 -0.016
H -2.404 0.457 1.370
H -0.003 1.408 -2.088
H 0.476 -1.980 -0.558
H 5.142 -0.416 -1.063
C -3.098 -1.670 1.147
N 0.473 1.340 -0.178
C -3.452 -2.564 0.223
C 2.144 -1.709 -1.964
C -0.389 3.366 -1.176
C -3.282 -2.181 -1.172
C -2.650 -0.978 -1.554
C 3.409 -1.086 -2.080
C 1.044 0.518 2.031
H -0.797 2.937 0.578
H -2.583 1.977 -0.782
H 3.971 -1.090 -3.041
H -3.651 -2.989 -1.907
H -3.796 -3.588 0.251
C -2.193 -0.089 -0.632
H -0.253 1.140 3.766
H 1.238 1.900 3.476
H 0.684 -1.600 2.183
H 1.610 -2.243 -2.817